Here is a single C4H6O2 molecule from the OMol25 dataset. Energies are from ωB97M-V/def2-TZVPD.

CARTESIAN COORDINATES (ANGSTROEM)
O (-0.5562, 1.2173, -1.4999)
C (-0.3981, 1.2778, -0.1731)
C (-0.4465, 0.2315, 0.7043)
C (-0.2949, -1.1794, 0.1646)
O (0.7822, -0.9668, -0.7456)
C (1.4888, 0.0805, -0.1199)
H (-0.2453, 0.3384, -1.7939)
H (-0.3535, 2.2999, 0.1924)
H (-0.5058, 0.4320, 1.7678)
H (0.0002, -1.8829, 0.9536)
H (-1.1630, -1.5816, -0.3727)
H (1.6923, -0.2668, 0.9225)

DFT total energy = -306.31081 hartree
2S+1 = 1
highest occupied orbital energy = -8.51 eV
HOMO-LUMO gap = 9.25 eV
energy relative to the best compared isomer or geometry (same formula, charge and spin) = 5.319 eV